Record 1
Here is a molecular structure, C23H34CeNO2 at a distorted geometry from OMol25. Energies are from ωB97M-V/def2-TZVPD.

ORCA input file:
```
! wB97M-V def2-TZVPD RIJCOSX def2/J DEFGRID3
* xyz 1 1
C -0.377 2.585 -0.373
C -1.161 2.077 0.721
C -2.114 1.134 0.182
C -1.904 1.065 -1.242
C -0.836 1.960 -1.578
Ce 0.164 0.133 -0.049
C -0.652 -3.820 -0.913
C 0.359 -2.825 -1.068
H 1.363 -2.837 -0.536
C 0.189 -1.761 -2.005
H -0.682 -1.838 -2.685
H 1.091 -1.245 -2.429
C -0.381 -4.911 0.139
H 0.500 -4.869 0.819
H -1.224 -5.222 0.794
H -0.191 -5.767 -0.517
C -2.081 -3.250 -0.811
H -2.285 -2.156 -0.609
H -2.436 -3.428 -1.831
H -2.778 -3.774 -0.122
C -1.002 2.472 2.146
H 0.045 2.409 2.482
H -1.324 3.513 2.297
H -1.594 1.835 2.806
C -3.146 0.400 0.965
H -2.758 0.093 1.941
H -4.029 1.034 1.137
H -3.479 -0.511 0.454
C -2.693 0.267 -2.222
H -3.492 -0.293 -1.724
H -3.157 0.915 -2.980
H -2.066 -0.455 -2.763
C -0.326 2.264 -2.945
H -0.852 1.677 -3.705
H -0.458 3.326 -3.197
H 0.747 2.043 -3.036
C 0.670 3.643 -0.292
H 1.504 3.440 -0.976
H 0.264 4.630 -0.564
H 1.076 3.731 0.723
C -0.542 -0.819 2.410
C -0.783 -2.342 2.447
C -0.729 -0.515 3.771
C -2.092 -2.704 2.698
H -0.546 -3.185 1.780
C -1.911 -1.044 4.411
H 0.014 0.064 4.379
C -2.687 -2.057 3.788
H -2.641 -3.579 2.316
H -2.249 -0.602 5.389
H -3.685 -2.313 4.189
N 4.966 0.705 0.894
C 4.515 0.440 -0.503
C 3.013 0.454 -0.411
O 2.260 0.577 -1.425
O 2.535 0.338 0.770
H 5.102 1.713 1.029
H 5.864 0.271 1.113
H 4.204 0.378 1.526
H 4.886 1.211 -1.177
H 4.868 -0.543 -0.821
*
```

Computed properties:
HOMO energy (alpha / beta): -8.949 / -8.941 eV
Kohn-Sham gap (alpha / beta): 5.2 / 5.2 eV
Lowest unoccupied orbital energy (alpha / beta): -3.7 / -3.7 eV

Mulliken atomic charge list, values in e, 5 entries: C 0.749; C 0.609; C 0.594; C 0.692; C 0.481

Record 2
Here is 3 unconnected molecules or ions with the total composition C19H37B2NO13S2 from OMol25. Energies are from ωB97M-V/def2-TZVPD.

ORCA input file:
```
! wB97M-V def2-TZVPD RIJCOSX def2/J DEFGRID3
* xyz 0 1
C 1.608 0.383 1.168
B 0.331 0.365 2.083
O 0.452 0.623 3.432
C -1.108 0.012 1.529
C -1.707 0.729 0.568
C -1.123 1.922 -0.122
B -1.677 3.313 0.373
O -1.092 4.449 -0.149
O -2.656 3.356 1.336
C -3.108 0.410 0.143
O -3.756 1.178 -0.534
C -3.682 -0.909 0.574
O -4.804 -1.223 -0.073
C -5.862 -1.896 0.623
C -7.094 -1.029 0.488
N -6.764 0.323 0.918
C -7.919 1.099 1.351
C -8.167 0.939 2.881
C -7.728 2.181 3.636
O -7.548 -0.231 3.391
C -3.070 -1.632 1.514
C -1.840 -1.134 2.154
O -1.407 -1.677 3.151
H 2.374 -0.245 1.628
H 1.427 0.025 0.154
H 2.030 1.394 1.118
H 0.746 1.503 3.679
H -1.427 1.900 -1.176
H -0.032 1.914 -0.119
H -1.688 5.150 -0.422
H -3.314 4.046 1.225
H -5.611 -2.018 1.677
H -6.002 -2.877 0.163
H -7.850 -1.425 1.167
H -7.489 -1.075 -0.536
H -6.315 0.812 0.153
H -7.713 2.147 1.127
H -8.836 0.831 0.806
H -9.233 0.782 3.053
H -7.869 2.051 4.710
H -6.672 2.392 3.439
H -8.304 3.049 3.309
H -6.606 -0.054 3.480
H -3.451 -2.583 1.862
C 8.209 -1.989 -0.609
C 6.878 -2.651 -0.883
O 6.121 -2.923 0.329
S 5.365 -1.689 0.974
C 4.307 -2.606 2.038
O 4.596 -1.032 -0.044
O 6.273 -0.915 1.763
H 8.082 -0.984 -0.211
H 8.769 -1.924 -1.542
H 8.786 -2.568 0.112
H 6.255 -2.050 -1.546
H 7.014 -3.627 -1.344
H 3.638 -3.211 1.432
H 3.748 -1.883 2.627
H 4.923 -3.224 2.685
C 5.084 1.452 -2.535
C 4.178 0.648 -3.438
O 4.682 0.549 -4.805
S 5.865 -0.472 -5.051
C 5.763 -0.557 -6.802
O 5.504 -1.732 -4.468
O 7.111 0.127 -4.680
H 6.029 0.941 -2.359
H 4.588 1.595 -1.575
H 5.299 2.426 -2.975
H 4.019 -0.360 -3.055
H 3.208 1.124 -3.558
H 4.803 -0.984 -7.078
H 6.580 -1.197 -7.127
H 5.882 0.446 -7.204
*
```

Computed properties:
HOMO energy: -9.080 eV
Kohn-Sham gap: 8.2 eV
Lowest unoccupied orbital energy: -0.9 eV

Mulliken atomic charge list, values in e, 5 entries: C -0.629; B 0.614; O -0.638; C 0.234; C 0.858

Record 3
Here is 2 unconnected molecules or ions with the total composition CH7N4OP at a distorted geometry from OMol25. Energies are from ωB97M-V/def2-TZVPD.

ORCA input file:
```
! wB97M-V def2-TZVPD RIJCOSX def2/J DEFGRID3
* xyz 2 1
C -0.745 0.666 0.327
N -0.382 1.831 -0.133
N 0.661 -1.884 0.436
N -0.585 2.190 -1.369
N 0.311 -3.014 0.830
O 1.936 0.234 -0.090
P 2.046 -1.193 -0.012
H -0.510 0.526 1.361
H -1.541 0.387 -0.434
H 0.225 2.398 0.439
H -1.034 1.525 -2.098
H -0.591 3.187 -1.593
H -0.148 -3.728 0.390
H 0.357 -3.125 1.947
*
```

Computed properties:
HOMO energy (alpha / beta): -18.212 / -18.213 eV
Kohn-Sham gap (alpha / beta): 6.6 / 6.6 eV
Lowest unoccupied orbital energy (alpha / beta): -11.6 / -11.6 eV
Energy relative to the best compared isomer or geometry (same formula, charge and spin): 177.2 kJ/mol

Mulliken atomic charge list, values in e, 5 entries: C -0.411; N 0.342; N 0.286; N -0.543; N -0.262

Record 4
Here is 2 unconnected molecules or ions with the total composition C22H38N3O3 at a distorted geometry from OMol25. Energies are from ωB97M-V/def2-TZVPD.

ORCA input file:
```
! wB97M-V def2-TZVPD RIJCOSX def2/J DEFGRID3
* xyz 1 1
C 7.212 -4.111 1.096
C 5.659 -3.924 1.594
N 4.880 -3.217 0.466
C 3.621 -4.024 0.241
C 2.683 -3.487 -1.012
C 1.141 -3.144 -0.463
C 0.773 -1.790 0.075
C -0.750 -1.513 0.651
O -0.999 -0.319 1.202
C -1.961 -2.657 0.624
C -3.406 -2.197 1.246
C -4.629 -3.279 1.016
N -5.700 -3.152 2.121
C -1.617 -3.989 0.059
C -0.089 -4.263 -0.473
O 0.205 -5.485 -0.937
C 4.606 -1.837 1.023
C 5.819 -0.709 0.792
O 3.527 -1.451 1.709
H 7.224 -5.090 0.414
H 7.920 -4.225 2.023
H 7.601 -3.225 0.409
H 5.135 -4.933 1.874
H 5.602 -3.243 2.573
H 3.973 -5.128 -0.047
H 2.975 -4.165 1.231
H 3.160 -2.566 -1.581
H 2.532 -4.419 -1.742
H 1.531 -0.877 0.118
H -3.721 -1.092 0.924
H -3.252 -2.126 2.428
H -5.155 -3.052 -0.018
H -4.253 -4.405 1.097
H -5.815 -2.152 2.397
H -5.325 -3.646 2.976
H -2.423 -4.835 -0.007
H 6.802 -1.249 1.196
H 5.612 0.264 1.428
H 5.994 -0.501 -0.346
C -4.228 6.517 -0.449
C -3.988 5.030 -0.215
C -2.519 4.659 -0.004
N -1.752 4.280 -1.292
C -1.810 5.383 -2.333
C -0.272 4.012 -0.925
C -0.228 2.530 -0.628
C -1.111 1.948 -1.709
C -2.255 2.935 -1.872
H -3.922 6.835 -1.446
H -5.292 6.743 -0.349
H -3.688 7.124 0.285
H -4.453 4.448 -1.018
H -4.523 4.767 0.707
H -2.457 3.782 0.652
H -1.968 5.478 0.472
H -1.507 6.320 -1.862
H -2.829 5.437 -2.727
H -1.128 5.130 -3.154
H 0.347 4.250 -1.798
H 0.023 4.645 -0.082
H -0.638 2.315 0.365
H 0.790 2.132 -0.666
H -1.471 0.947 -1.453
H -0.554 1.867 -2.650
H -3.139 2.621 -1.307
H -2.524 3.077 -2.922
*
```

Computed properties:
HOMO energy: -11.348 eV
Kohn-Sham gap: 7.8 eV
Lowest unoccupied orbital energy: -3.5 eV

Mulliken atomic charge list, values in e, 5 entries: C -0.937; C -0.477; N 0.115; C -0.623; C -0.701